Entry from OMol25: one molecule with the formula C7H11NO (ωB97M-V with the def2-TZVPD basis set).

The geometry in XYZ format:
```
20
Properties=species:S:1:pos:R:3:forces:R:3
C -0.8107 -0.1159 -0.2690 -0.4 -0.3 0.1
C -2.3332 -0.0960 -0.4126 0.4 0.0 0.1
C -0.3129 0.3656 1.0791 -0.4 0.0 -0.4
C 1.1282 0.2971 1.3683 0.2 0.1 0.2
C 2.2859 -0.0412 -0.7171 0.2 -0.2 -0.8
C -1.1087 0.8567 2.0274 0.2 -0.1 -0.1
C 2.4024 -1.1967 -1.3617 -0.1 -0.1 0.0
O -0.2109 0.7057 -1.2528 -0.2 0.5 -0.1
N 2.1259 0.1209 0.6265 0.3 0.0 0.8
H -0.4918 0.4029 -2.1228 0.1 -0.1 0.0
H -0.4514 -1.1559 -0.3960 -0.1 0.2 0.1
H 1.3650 0.4583 2.4199 -0.1 0.0 0.1
H 2.4934 0.8959 -1.2223 0.0 0.0 -0.1
H -2.6089 -0.5022 -1.3848 0.0 0.0 -0.1
H -2.8015 -0.7030 0.3579 -0.1 -0.1 0.0
H -2.7026 0.9265 -0.3508 0.0 0.0 0.0
H -2.1708 0.9702 1.9089 -0.2 0.0 -0.1
H -0.7042 1.1784 2.9731 0.1 0.0 0.2
H 2.2314 -2.1397 -0.8703 0.0 -0.2 0.2
H 2.6754 -1.2273 -2.4009 0.0 0.1 -0.2
```
Positions in Å, forces in eV/Å.

Calculated values
SMILES: C=C/N=C\C(=C)[C@@H](C)O
HOMO energy, eV: -8.2
HOMO-LUMO gap, eV: 8.70
E, a.u.: -403.24312
Relative energy (zero: lowest compared OMol25 entry of this formula, charge and spin), eV: 2.472
LUMO, eV: 0.5